No. 1
The following is a quantum chemistry calculation of 2 unconnected molecules or ions with the total composition C7H7ClNO3P in a non-equilibrium geometry, from OMol25.

```
20
Properties=species:S:1:pos:R:3
C 1.720 0.331 1.296
C 1.162 1.356 0.502
C 1.195 -0.932 1.273
C -0.028 1.123 -0.240
C 0.239 -1.192 0.298
C -0.425 -0.203 -0.413
C -1.546 -0.451 -1.362
N -4.487 1.733 0.093
O -3.858 2.675 -0.252
O -5.450 1.520 0.747
O -4.075 -1.806 -1.108
P -3.203 -0.840 -0.372
Cl -2.819 -1.485 1.520
H 2.599 0.576 1.930
H 1.528 2.442 0.523
H 1.632 -1.765 1.839
H -0.712 1.872 -0.655
H 0.134 -2.315 0.010
H -1.523 0.455 -1.947
H -1.688 -1.417 -1.910
```

The highest occupied orbital energy (alpha / beta) comes out at -9.5 / -8.4 eV. The energy above the lowest of the compared OMol25 structures with the same formula, charge and spin is 38.5 kcal per mole. The calculation puts the HOMO-LUMO gap (alpha / beta) at 7.9 / 7.0 eV.

=====

No. 2
The following is a quantum chemistry calculation of 2 unconnected molecules or ions with the total composition C5H10N2 in a non-equilibrium geometry, from OMol25.

```
17
Properties=species:S:1:pos:R:3
C 1.692 -0.435 0.674
C -1.103 -0.849 0.628
C -1.979 1.408 -0.125
C 1.393 0.093 -1.680
C -1.138 0.641 0.510
N 2.240 -0.922 1.638
N 1.671 0.404 -0.244
H -1.565 -1.329 1.414
H -1.704 -1.232 -0.282
H -0.040 -1.274 0.567
H -2.888 0.910 -0.506
H 1.602 -1.316 2.438
H -1.908 2.472 -0.063
H 2.037 -0.751 -1.905
H 0.289 0.061 -1.872
H 1.731 0.968 -2.194
H -0.331 1.151 1.001
```

The highest occupied orbital energy (alpha / beta) comes out at -5.2 / -9.8 eV. The energy above the lowest of the compared OMol25 structures with the same formula, charge and spin is 66.4 kcal per mole. The calculation puts the HOMO-LUMO gap (alpha / beta) at 6.2 / 7.0 eV. The expectation value of S² is 2.012. Its spin multiplicity is 3.

=====

No. 3
The following is a quantum chemistry calculation of a molecular structure, C2H4N2O in a non-equilibrium geometry, from OMol25.

```
9
Properties=species:S:1:pos:R:3
N -0.254 0.760 1.409
C -0.912 0.378 0.399
N -0.455 -0.660 -0.492
C 0.966 -0.576 -0.546
O 1.676 -0.180 0.351
H -0.561 1.668 1.748
H -1.815 0.887 0.020
H 0.287 -1.662 -0.096
H 1.283 -0.839 -1.561
```

The highest occupied orbital energy comes out at -9.5 eV. The energy above the lowest of the compared OMol25 structures with the same formula, charge and spin is 89.6 kcal per mole. The calculation puts the HOMO-LUMO gap at 9.5 eV.

=====

No. 4
The following is a quantum chemistry calculation of 17 unconnected molecules or ions with the total composition C58H129N15O2S2 in a non-equilibrium geometry, from OMol25.

```
206
Properties=species:S:1:pos:R:3
C -1.100 -5.921 -4.842
C -1.902 -4.801 -4.205
N -1.411 -3.474 -4.691
C -2.422 -2.497 -4.230
C -3.675 -2.543 -5.170
C 0.011 -3.309 -4.345
C 0.383 -1.913 -4.844
H -1.656 -6.847 -4.694
H -0.097 -6.109 -4.460
H -1.017 -5.743 -5.914
H -2.909 -4.966 -4.589
H -2.007 -4.878 -3.123
H -2.626 -2.599 -3.164
H -2.026 -1.494 -4.386
H -4.386 -1.732 -5.014
H -3.343 -2.419 -6.201
H -4.249 -3.469 -5.205
H 0.608 -3.959 -4.984
H 0.064 -3.424 -3.262
H 1.450 -1.829 -4.638
H -0.101 -1.084 -4.327
H 0.255 -1.789 -5.919
C 7.503 -2.251 -4.346
C 7.983 -1.271 -3.272
N 7.493 -1.666 -1.953
C 6.086 -1.887 -1.766
C 5.153 -0.572 -1.452
C 8.105 -0.780 -0.888
C 9.609 -0.962 -0.792
H 8.011 -2.299 -5.309
H 6.446 -2.078 -4.545
H 7.565 -3.216 -3.842
H 9.066 -1.379 -3.222
H 7.717 -0.258 -3.575
H 5.783 -2.389 -2.685
H 6.026 -2.520 -0.881
H 4.226 -0.956 -1.028
H 5.684 0.059 -0.738
H 4.961 -0.188 -2.454
H 7.725 -0.961 0.117
H 7.856 0.268 -1.054
H 9.874 -2.002 -0.601
H 10.155 -0.448 -0.001
H 10.173 -0.913 -1.724
C -5.132 -4.648 -2.072
C -6.529 -4.326 -2.566
N -7.200 -3.089 -2.045
C -7.537 -3.110 -0.636
C -6.257 -2.681 0.161
C -8.386 -3.049 -2.923
C -8.021 -2.068 -4.047
H -4.480 -5.232 -2.722
H -5.312 -5.249 -1.181
H -4.719 -3.683 -1.777
H -6.440 -4.400 -3.650
H -7.155 -5.180 -2.306
H -8.266 -2.355 -0.341
H -7.883 -4.102 -0.347
H -6.614 -2.526 1.179
H -5.569 -3.527 0.162
H -5.750 -1.759 -0.121
H -9.110 -2.469 -2.351
H -8.795 -4.039 -3.128
H -8.926 -1.929 -4.639
H -7.228 -2.311 -4.755
H -7.793 -1.076 -3.656
C 1.803 -2.187 4.689
C 2.062 -0.928 5.524
N 0.842 -0.225 5.882
C 1.106 0.694 7.001
C 1.879 2.018 6.536
C 0.241 0.372 4.693
C -1.247 0.498 4.857
H 2.657 -2.864 4.679
H 1.431 -2.104 3.668
H 1.051 -2.712 5.279
H 2.415 -1.453 6.411
H 2.909 -0.287 5.277
H 0.133 1.048 7.342
H 1.546 0.121 7.817
H 2.853 1.623 6.248
H 1.469 2.624 5.728
H 2.082 2.684 7.375
H 0.359 -0.281 3.829
H 0.686 1.345 4.484
H -1.689 0.827 3.917
H -1.400 1.230 5.650
H -1.680 -0.471 5.107
C 3.496 6.299 -2.416
C 2.694 5.078 -2.405
N 2.652 4.488 -3.724
C 1.858 5.280 -4.686
C 2.281 5.078 -6.174
C 2.246 3.106 -3.702
C 3.337 2.019 -3.204
H 3.332 7.156 -3.069
H 4.495 5.940 -2.663
H 3.609 6.769 -1.438
H 3.115 4.395 -1.667
H 1.697 5.451 -2.174
H 0.794 5.043 -4.648
H 1.966 6.352 -4.521
H 2.065 4.040 -6.428
H 1.866 5.697 -6.970
H 3.370 5.109 -6.191
H 2.042 2.852 -4.742
H 1.304 2.983 -3.168
H 3.112 1.020 -3.576
H 3.395 1.944 -2.118
H 4.362 2.126 -3.559
C 0.034 5.063 8.080
C 0.236 5.100 6.555
N -0.693 5.736 5.653
C -1.850 4.953 5.302
C -1.458 3.986 4.191
C -0.929 7.174 5.896
C -1.368 7.834 4.567
H -0.005 6.069 8.498
H 0.822 4.501 8.580
H -0.912 4.646 8.425
H 1.251 5.451 6.370
H 0.438 4.094 6.187
H -2.214 4.337 6.124
H -2.704 5.539 4.962
H -1.286 4.457 3.223
H -0.500 3.504 4.384
H -2.162 3.155 4.156
H 0.071 7.510 6.171
H -1.505 7.278 6.816
H -0.841 7.607 3.640
H -1.143 8.897 4.472
H -2.434 7.756 4.353
C -4.874 -4.513 3.103
C -5.236 -3.569 4.146
N -5.498 -2.813 4.971
H -5.808 -4.961 2.763
H -4.242 -5.304 3.507
H -4.500 -3.901 2.283
C -0.577 -4.470 -0.197
C -1.527 -5.080 0.781
N -2.294 -5.458 1.585
H 0.400 -4.105 0.120
H -1.057 -3.542 -0.510
H -0.443 -5.068 -1.099
C -1.718 1.342 -7.016
C -0.302 1.298 -7.589
N 0.735 1.285 -8.008
H -2.238 1.833 -7.838
H -1.783 1.931 -6.101
H -2.160 0.358 -6.858
C -1.503 4.372 -0.171
C -2.833 3.815 -0.014
N -3.890 3.419 0.100
H -1.298 4.918 0.750
H -1.524 4.930 -1.107
H -0.868 3.488 -0.233
C 5.133 -2.878 2.623
C 5.173 -1.540 3.176
N 5.180 -0.446 3.550
H 6.138 -3.196 2.900
H 4.853 -2.870 1.570
H 4.330 -3.447 3.093
C 4.166 -4.711 -2.614
C 3.260 -3.750 -1.841
N 2.654 -3.107 -1.067
H 4.855 -5.210 -1.933
H 4.709 -4.105 -3.339
H 3.448 -5.338 -3.142
C -4.782 0.391 -2.228
C -3.905 1.096 -3.132
N -3.219 1.562 -3.895
H -4.149 -0.297 -1.668
H -5.550 -0.181 -2.749
H -5.342 0.954 -1.482
C -1.606 -3.692 5.219
C -0.837 -4.498 6.047
N -0.122 -5.205 6.643
H -0.924 -3.414 4.416
H -1.923 -2.821 5.793
H -2.522 -4.106 4.799
C -5.248 -0.178 2.950
C -5.379 1.308 2.899
N -5.438 2.456 2.842
H -5.972 -0.542 2.220
H -5.517 -0.355 3.991
H -4.277 -0.539 2.610
C 3.743 1.947 1.749
S 2.685 2.823 0.623
O 1.225 2.455 1.039
C 2.941 4.490 1.291
H 3.703 0.869 1.591
H 3.474 2.245 2.763
H 4.788 2.255 1.742
H 2.524 5.356 0.778
H 4.025 4.583 1.353
H 2.675 4.613 2.341
C -0.005 -0.299 0.979
S -0.639 -0.845 -0.661
O -2.142 -0.962 -0.533
C -0.284 0.644 -1.822
H -0.746 0.450 1.260
H 0.993 0.130 0.896
H 0.099 -1.103 1.707
H 0.765 0.578 -2.109
H -0.509 1.542 -1.246
H -0.851 0.513 -2.743
```

The highest occupied orbital energy comes out at -7.9 eV. The calculation puts the HOMO-LUMO gap at 7.9 eV.

=====

No. 5
The following is a quantum chemistry calculation of 2 unconnected molecules or ions with the total composition C2H8NO in a non-equilibrium geometry, from OMol25.

```
12
Properties=species:S:1:pos:R:3
O -2.455 -1.082 -0.549
H -2.564 -2.104 -0.749
C 0.707 0.719 1.144
C 0.931 0.023 -0.210
N -0.127 0.093 -1.152
H 0.244 1.638 0.924
H -0.074 0.005 1.712
H 1.380 1.043 1.947
H 1.967 0.178 -0.682
H 1.206 -1.115 -0.005
H -1.068 -0.384 -0.825
H -0.147 0.989 -1.554
```

As for the charge: -1. The highest occupied orbital energy comes out at -2.9 eV. The energy above the lowest of the compared OMol25 structures with the same formula, charge and spin is 29.1 kcal per mole. The calculation puts the HOMO-LUMO gap at 7.2 eV.

=====

No. 6
The following is a quantum chemistry calculation of 14 unconnected molecules or ions with the total composition C37H83N9O24 in a non-equilibrium geometry, from OMol25.

```
153
Properties=species:S:1:pos:R:3
C -9.428 7.816 -9.435
O -9.636 8.891 -8.534
C -10.880 9.379 -8.502
O -11.796 9.025 -9.200
O -10.839 10.383 -7.650
C -12.007 11.068 -7.268
H -9.554 8.154 -10.463
H -10.170 7.031 -9.256
H -8.496 7.276 -9.296
H -11.922 12.148 -7.339
H -12.148 10.821 -6.212
H -12.955 10.788 -7.726
C -0.836 7.254 -8.896
O -1.979 8.069 -8.631
C -1.937 9.305 -9.101
O -1.026 9.817 -9.701
O -2.941 9.977 -8.567
C -3.084 11.356 -8.875
H -0.948 6.874 -9.911
H -0.826 6.457 -8.158
H 0.100 7.803 -8.810
H -2.199 11.927 -8.604
H -4.004 11.695 -8.407
H -3.250 11.458 -9.951
C -11.309 14.012 -9.448
O -12.369 13.189 -9.895
C -13.181 13.679 -10.837
O -13.177 14.779 -11.307
O -14.043 12.729 -11.158
C -15.098 12.925 -12.085
H -10.699 14.426 -10.248
H -10.689 13.456 -8.750
H -11.623 14.888 -8.874
H -16.020 12.834 -11.516
H -15.022 12.133 -12.830
H -14.981 13.862 -12.630
C -8.167 14.655 -16.353
O -7.871 15.326 -15.102
C -8.740 15.314 -14.112
O -8.547 15.915 -13.084
O -9.850 14.668 -14.407
C -10.876 14.567 -13.430
H -9.089 14.975 -16.831
H -8.184 13.600 -16.084
H -7.322 14.845 -17.007
H -11.642 13.957 -13.917
H -11.431 15.485 -13.253
H -10.551 14.002 -12.559
C -5.474 6.436 -9.420
O -5.463 7.862 -9.337
C -5.934 8.578 -10.338
O -6.525 8.107 -11.281
O -5.651 9.867 -10.131
C -5.978 10.721 -11.201
H -4.504 6.071 -9.095
H -5.700 6.139 -10.442
H -6.237 6.043 -8.749
H -7.011 10.974 -11.448
H -5.563 10.377 -12.155
H -5.422 11.659 -11.114
C -9.894 10.113 -4.329
C -8.630 10.600 -3.692
O -7.576 10.392 -4.286
N -8.706 11.196 -2.489
C -7.558 11.762 -1.823
H -9.992 10.553 -5.320
H -10.830 10.378 -3.827
H -9.936 9.026 -4.383
H -9.617 11.425 -2.133
H -7.691 11.582 -0.753
H -7.582 12.858 -1.849
H -6.575 11.450 -2.153
C -4.364 12.177 -14.690
C -5.677 12.528 -14.001
O -6.718 12.156 -14.523
N -5.652 13.282 -12.879
C -4.467 13.758 -12.183
H -4.419 11.216 -15.191
H -3.526 12.147 -13.991
H -4.138 12.981 -15.392
H -6.522 13.578 -12.469
H -3.931 14.505 -12.768
H -3.811 12.942 -11.882
H -4.777 14.250 -11.261
C -7.730 14.147 -10.292
C -7.212 13.522 -9.045
O -6.322 14.106 -8.414
N -7.850 12.440 -8.575
C -7.591 11.741 -7.335
H -7.514 15.209 -10.194
H -8.774 14.024 -10.559
H -7.144 13.714 -11.107
H -8.485 12.016 -9.243
H -7.929 12.271 -6.440
H -6.528 11.621 -7.129
H -8.064 10.763 -7.302
C -6.615 17.545 -10.727
C -6.139 18.314 -11.917
O -5.325 19.220 -11.759
N -6.708 18.047 -13.109
C -6.461 18.777 -14.335
H -6.581 18.187 -9.852
H -5.971 16.668 -10.586
H -7.580 17.052 -10.863
H -7.295 17.216 -13.178
H -6.619 18.116 -15.185
H -5.475 19.230 -14.239
H -7.167 19.602 -14.469
O -11.194 13.371 -5.154
C -10.168 14.031 -5.093
N -9.567 14.286 -3.909
C -9.598 14.783 -6.279
H -9.895 13.889 -3.046
H -8.837 14.965 -3.781
H -10.350 15.453 -6.694
H -9.394 14.051 -7.064
H -8.663 15.326 -6.144
O -9.637 11.606 -11.264
C -10.205 10.966 -12.145
N -11.200 10.115 -11.805
C -9.859 11.160 -13.593
H -11.216 9.860 -10.823
H -11.982 9.955 -12.413
H -10.359 10.415 -14.213
H -8.834 11.295 -13.926
H -10.392 12.090 -13.817
O -3.066 11.133 -5.776
C -4.238 10.839 -5.560
N -4.998 11.607 -4.753
C -4.906 9.669 -6.229
H -5.943 11.316 -4.524
H -4.503 12.265 -4.175
H -5.816 9.340 -5.721
H -4.249 8.802 -6.251
H -5.235 9.864 -7.250
O -6.894 18.931 -7.331
C -6.286 17.874 -7.384
N -6.878 16.723 -7.791
C -4.781 17.812 -7.167
H -7.873 16.772 -7.940
H -6.451 15.812 -7.995
H -4.430 18.720 -6.688
H -4.315 17.555 -8.114
H -4.646 17.029 -6.413
O -1.410 14.892 -7.938
C -2.585 14.622 -7.762
N -3.528 14.780 -8.728
C -3.089 14.022 -6.481
H -4.486 14.493 -8.583
H -3.315 15.456 -9.444
H -3.348 14.872 -5.842
H -2.328 13.432 -5.978
H -3.994 13.418 -6.562
```

The highest occupied orbital energy comes out at -8.8 eV. The calculation puts the HOMO-LUMO gap at 8.9 eV.

=====

No. 7
The following is a quantum chemistry calculation of 13 unconnected molecules or ions with the total composition H26O13, from OMol25.

```
39
Properties=species:S:1:pos:R:3
O -1.835 -2.940 1.144
H -1.059 -2.621 0.672
H -1.836 -2.469 1.999
O 0.505 1.771 -2.774
H -0.407 1.390 -2.791
H 1.041 1.138 -3.262
O -0.002 -0.526 -0.327
H -0.059 -0.337 0.622
H -0.392 0.249 -0.758
O 2.031 3.135 -0.725
H 2.267 3.848 -1.324
H 1.386 2.599 -1.225
O 1.671 -1.339 2.593
H 2.041 -0.471 2.776
H 2.373 -1.957 2.835
O 1.525 -3.271 0.406
H 1.474 -4.101 0.894
H 1.584 -2.581 1.086
O -1.936 0.639 -2.909
H -2.723 0.791 -2.356
H -2.277 0.511 -3.801
O 0.047 -2.424 -2.283
H 0.457 -3.116 -1.751
H 0.072 -1.635 -1.708
O -1.605 2.553 0.903
H -0.792 2.033 0.797
H -1.302 3.406 1.232
O 2.814 -0.047 -0.873
H 1.901 -0.052 -0.543
H 2.744 -0.337 -1.786
O -1.332 -1.084 3.153
H -1.635 -0.529 3.880
H -0.387 -0.883 3.075
O -3.712 1.415 -0.738
H -3.818 0.651 -0.158
H -3.003 1.939 -0.326
O 1.001 1.497 1.476
H 1.539 1.648 0.676
H 1.636 1.505 2.197
```

The highest occupied orbital energy comes out at -10.3 eV. The energy above the lowest of the compared OMol25 structures with the same formula, charge and spin is 28.5 kcal per mole. The calculation puts the HOMO-LUMO gap at 9.9 eV.

=====

No. 8
The following is a quantum chemistry calculation of a molecular structure, C4H4N2O in a non-equilibrium geometry, from OMol25.

```
11
Properties=species:S:1:pos:R:3
C -1.852 0.425 1.456
C 0.596 0.390 -0.305
C -0.021 -0.702 -1.165
C 0.982 -0.682 0.563
N -2.864 0.876 1.748
N 0.711 1.636 -0.489
O 0.470 -1.657 -0.196
H -1.108 -0.704 -1.210
H 0.415 -0.861 -2.150
H 1.476 -0.863 1.500
H 1.196 2.142 0.247
```

The highest occupied orbital energy (alpha / beta) comes out at -8.8 / -9.9 eV. The energy above the lowest of the compared OMol25 structures with the same formula, charge and spin is 144.0 kcal per mole. The calculation puts the HOMO-LUMO gap (alpha / beta) at 5.4 / 7.2 eV.

=====

Number 1: DFT total energy -1352.82519 Eh. Number 2: DFT total energy -305.75384 Eh. Number 3: DFT total energy -263.22043 Eh. Number 4: DFT total energy -4055.06741 Eh. Number 5: DFT total energy -210.93786 Eh. Number 6: DFT total energy -3758.38434 Eh. Number 7: DFT total energy -993.72781 Eh. Number 8: DFT total energy -339.35226 Eh.